Below is C41H34BaBrF5N3OSSi as an isolated structure, with properties calculated with ωB97M-V/def2-TZVPD.

Positions of all 88 atoms, in Å:
Ba: -1.1196 0.0543 0.2870
Br: 5.1201 4.1911 2.5490
C: 3.4350 3.6352 1.8611
C: 2.2573 4.2183 2.3589
C: 1.0423 3.8319 1.8711
C: 0.9030 2.8202 0.8631
O: -0.2462 2.4719 0.4584
C: 2.1270 2.2536 0.3667
C: 2.2003 1.2790 -0.6885
N: 1.2385 0.6447 -1.2689
C: 1.5955 -0.1734 -2.3515
C: 2.6011 0.1414 -3.2378
C: 2.9654 -0.7296 -4.2839
C: 2.3170 -1.9152 -4.4624
C: 1.2386 -2.2551 -3.6119
C: 0.5081 -3.4572 -3.7606
C: -0.5442 -3.7169 -2.9380
C: -0.8834 -2.7578 -1.9614
N: -0.2179 -1.6470 -1.7796
C: 0.8521 -1.3784 -2.5745
C: 3.3671 2.6843 0.8855
H: 2.3210 4.9753 3.1304
H: 0.1286 4.2727 2.2481
H: 3.2296 1.0610 -0.9996
H: 3.1152 1.0888 -3.1426
H: 3.7700 -0.4426 -4.9490
H: 2.5965 -2.5946 -5.2584
H: 0.7979 -4.1540 -4.5387
H: -1.1276 -4.6232 -3.0208
H: -1.7352 -2.9323 -1.3120
H: 4.2784 2.2450 0.4953
C: -1.0903 -0.9152 2.9593
Si: -0.3005 -2.5115 3.1649
C: 1.5041 -2.3882 2.5432
N: 1.7006 -2.1618 1.0989
C: 1.5878 -3.3935 0.3094
C: 2.7112 -4.4032 0.5541
C: 4.0676 -3.7495 0.2953
C: 4.1957 -2.4569 1.0999
C: 3.0000 -1.5462 0.8158
C: -1.2300 -3.8671 2.2152
C: -2.3513 -3.5437 1.4515
C: -3.0093 -4.4949 0.6770
C: -2.5498 -5.8029 0.6563
C: -1.4432 -6.1557 1.4230
C: -0.8005 -5.1991 2.1941
C: -0.0432 -3.2649 4.9048
C: -0.8990 -4.2309 5.4398
C: -0.7304 -4.7263 6.7267
C: 0.3109 -4.2651 7.5192
C: 1.1744 -3.3022 7.0148
C: 0.9930 -2.8127 5.7285
H: -0.5137 -0.1341 3.4747
H: -2.1260 -0.8748 3.3179
H: 2.1078 -3.2236 2.9273
H: 1.8889 -1.4979 3.0570
H: 1.6239 -3.1084 -0.7473
H: 0.6145 -3.8460 0.4911
H: 2.5633 -5.2628 -0.1057
H: 2.6681 -4.7848 1.5781
H: 4.1443 -3.5077 -0.7724
H: 4.8855 -4.4371 0.5251
H: 5.1213 -1.9326 0.8466
H: 4.2422 -2.6854 2.1686
H: 3.0147 -1.2861 -0.2497
H: 3.0725 -0.6144 1.3818
H: -2.7304 -2.5274 1.4558
H: -3.8708 -4.1961 0.0906
H: -3.0536 -6.5497 0.0539
H: -1.0847 -7.1787 1.4177
H: 0.0622 -5.4905 2.7867
H: -1.7178 -4.6086 4.8365
H: -1.4135 -5.4750 7.1110
H: 0.4474 -4.6504 8.5225
H: 1.9887 -2.9304 7.6259
H: 1.6760 -2.0522 5.3636
F: -8.0722 2.7555 0.3267
C: -7.0935 1.8917 0.0154
C: -5.7736 2.1947 0.2888
F: -5.4637 3.3614 0.8676
C: -4.7838 1.2871 -0.0347
F: -3.5113 1.6468 0.2653
C: -5.0253 0.0521 -0.6342
S: -3.7776 -1.0948 -1.0183
C: -6.3757 -0.2068 -0.8978
F: -6.7372 -1.3613 -1.4724
C: -7.3874 0.6802 -0.5850
F: -8.6649 0.3734 -0.8564

Output
Charge   -1
Relative energy (zero: lowest compared OMol25 entry of this formula, charge and spin)   0.240 eV
Largest force on an atom   0.004 hartree/bohr
Electronic energy   -5608.9809 Eh
Orbital gap   6.148 eV
E_LUMO   1.660 eV

Below is C41H34Br2F9N3O10RbS3Sb as an isolated structure at a distorted geometry, with properties calculated with ωB97M-V/def2-TZVPD.

Positions of all 104 atoms, in Å:
Rb: 0.3705 0.8764 1.8337
O: -2.0185 -1.5617 -0.9826
C: -2.6713 -1.2330 -2.1897
C: -3.8343 -0.2565 -2.0050
C: -3.3875 1.0085 -1.2657
C: -2.4955 1.8942 -2.0906
C: -2.9742 2.5604 -3.2177
C: -2.1276 3.4192 -3.8988
C: -0.8430 3.6107 -3.4153
C: -0.4513 2.8966 -2.2927
N: -1.2472 2.0439 -1.6610
H: -2.6726 -1.7809 -0.3089
H: -3.0359 -2.1470 -2.6828
H: -1.9055 -0.7844 -2.8284
H: -4.6194 -0.7522 -1.4234
H: -4.2549 -0.0071 -2.9837
H: -2.8254 0.7208 -0.3806
H: -4.2653 1.5808 -0.9539
H: -3.9973 2.4186 -3.5450
H: -2.4738 3.9511 -4.7770
H: -0.1623 4.3004 -3.8945
H: 0.5313 3.0406 -1.8545
F: -2.7673 -3.0639 1.5170
C: -1.5235 -3.5496 1.6778
F: -1.5934 -4.6013 2.5047
F: -1.1708 -4.0556 0.4797
S: -0.2403 -2.2446 2.2539
O: -1.0041 -1.0305 2.1842
O: 0.7722 -2.4896 1.2698
N: 0.0112 -2.7669 3.7168
S: -1.1136 -2.2553 4.7099
O: -2.4405 -2.4806 4.2019
O: -0.8571 -2.7436 6.0333
C: -1.1314 -0.3436 4.9299
F: -2.2129 0.1451 4.3192
F: -0.0984 0.4327 4.5992
F: -1.3449 -0.1392 6.2471
C: 6.5945 -0.9173 -4.4333
C: 5.8699 -1.8001 -3.6494
C: 4.7328 -1.3701 -2.9760
C: 4.3049 -0.0479 -3.0510
C: 5.0453 0.8258 -3.8428
C: 6.1702 0.4001 -4.5326
Sb: 2.4968 0.6637 -1.9822
C: 3.5606 2.4687 -1.3108
C: 3.9870 3.5807 -2.0335
C: 4.7324 4.5865 -1.4333
C: 5.0508 4.5112 -0.0856
C: 4.6012 3.4322 0.6590
C: 3.8665 2.4253 0.0497
C: 1.7065 1.2549 -3.9700
C: 2.0252 2.3076 -4.8206
C: 1.3662 2.4879 -6.0300
C: 0.3638 1.6125 -6.4196
C: 0.0299 0.5539 -5.5870
C: 0.6941 0.3851 -4.3822
H: 7.4804 -1.2488 -4.9618
H: 6.1924 -2.8308 -3.5573
H: 4.1776 -2.0820 -2.3875
H: 4.7436 1.8612 -3.9262
H: 6.7227 1.1011 -5.1480
H: 3.7316 3.6991 -3.0770
H: 5.0644 5.4337 -2.0232
H: 5.6329 5.2970 0.3804
H: 4.8187 3.3695 1.7176
H: 3.5262 1.5876 0.6402
H: 2.7930 3.0203 -4.5549
H: 1.6366 3.3201 -6.6706
H: -0.1537 1.7572 -7.3605
H: -0.7527 -0.1366 -5.8803
H: 0.4250 -0.4404 -3.7295
F: 4.3616 -0.4508 4.2869
C: 3.9827 0.0167 3.0861
F: 3.5211 1.2674 3.2718
F: 5.1062 0.1246 2.3432
S: 2.7030 -1.0707 2.2271
O: 1.5716 -0.8323 3.0940
O: 3.3637 -2.3431 2.2458
O: 2.6493 -0.3778 0.9530
Br: -0.5807 -5.7983 -2.7919
C: 0.7064 -4.6244 -2.0603
C: 1.6675 -5.1129 -1.1923
C: 2.5880 -4.2102 -0.6965
C: 2.4869 -2.8792 -1.0806
N: 1.5840 -2.4274 -1.9409
C: 0.6891 -3.2901 -2.4127
H: 1.6754 -6.1545 -0.9016
H: 3.3480 -4.5025 0.0135
H: 3.1472 -2.1452 -0.6444
H: -0.0591 -2.8996 -3.0931
Br: -2.2180 5.7621 3.8620
C: -3.0530 4.1501 3.3023
C: -4.4024 3.9913 3.5780
C: -5.0327 2.8165 3.1973
C: -4.3209 1.8330 2.5259
C: -2.9814 2.0242 2.2339
C: -2.3218 3.1857 2.6276
C: -0.8058 3.2830 2.3713
O: -0.0932 3.3671 3.3847
O: -0.4469 3.2120 1.1795
H: -4.9492 4.7751 4.0846
H: -6.0830 2.6749 3.4218
H: -4.8011 0.9057 2.2378
H: -2.3970 1.2682 1.7280

Output
Charge   -2
Relative energy (zero: lowest compared OMol25 entry of this formula, charge and spin)   3.675 eV
Largest force on an atom   0.065 hartree/bohr
Electronic energy   -10005.2517 Eh
Orbital gap   7.284 eV
E_LUMO   3.500 eV

What is the formula in the first record? C41H34BaBrF5N3OSSi

The lowest largest force on an atom belongs to which entry? C41H34BaBrF5N3OSSi

Which value of orbital gap does entry 2 give? 7.284 eV

Among the records above, which one has the highest electronic energy? C41H34BaBrF5N3OSSi